Entry 1:
66
Properties=species:S:1:pos:R:3 method="wB97M-V/def2-TZVPD" s2=0.775 spin_multiplicity=2 homo_ev="-13.38 / -13.38" total_charge=+2 homo_lumo_gap_ha="0.2440 / 0.1806"
Au 1.19 -0.06 0.49
N 1.36 1.99 -0.07
C 2.68 2.51 0.39
C 3.80 1.52 0.13
N 3.53 0.19 0.72
C 3.92 0.00 2.14
C 2.85 0.38 3.15
N 1.57 -0.33 2.94
H 1.21 2.13 -1.06
H 0.60 2.51 0.38
H 2.59 2.72 1.45
H 2.89 3.46 -0.11
H 4.74 1.94 0.51
H 3.92 1.38 -0.95
H 3.99 -0.52 0.17
H 4.82 0.58 2.36
H 4.17 -1.05 2.26
H 2.63 1.45 3.09
H 3.26 0.20 4.15
H 0.86 0.09 3.53
H 1.64 -1.30 3.23
C -1.80 -1.36 1.82
Ge -1.40 -0.15 0.36
C -1.76 -0.75 -1.43
C -3.09 -0.63 -1.85
C -3.46 -1.00 -3.13
C -2.50 -1.47 -4.02
C -1.17 -1.58 -3.62
C -0.81 -1.22 -2.32
C -1.90 1.67 0.70
C -2.37 1.94 1.97
C -2.73 3.23 2.38
C -2.59 4.27 1.50
C -2.12 4.06 0.18
C -1.99 5.14 -0.72
C -1.56 4.94 -2.00
C -1.25 3.63 -2.43
C -1.36 2.56 -1.58
C -1.78 2.74 -0.24
H -2.88 -1.43 1.90
H -1.41 -1.01 2.77
H -1.40 -2.35 1.59
H -3.85 -0.23 -1.18
H -4.49 -0.91 -3.45
H -2.78 -1.75 -5.03
H -0.42 -1.92 -4.31
H 0.22 -1.29 -2.02
H -2.48 1.13 2.69
H -3.11 3.40 3.37
H -2.85 5.28 1.80
H -2.25 6.14 -0.38
H -1.47 5.77 -2.69
H -0.95 3.47 -3.46
H -1.15 1.57 -1.95
S 1.55 -2.47 0.86
C 1.06 -3.91 0.11
C 0.62 -4.07 -1.22
C 0.27 -5.31 -1.69
C 0.35 -6.43 -0.85
C 0.78 -6.30 0.47
C 1.13 -5.06 0.95
H 0.57 -3.21 -1.87
H -0.05 -5.43 -2.72
H 0.07 -7.40 -1.23
H 0.83 -7.17 1.11
H 1.48 -4.95 1.97

Entry 2:
79
Properties=species:S:1:pos:R:3 method="wB97M-V/def2-TZVPD" s2=0.758 spin_multiplicity=2 homo_ev="-15.73 / -15.73" total_charge=+3 homo_lumo_gap_ha="0.2795 / 0.2183"
W 0.14 0.00 -0.78
C -3.28 -1.05 -1.40
C -2.72 0.08 -2.15
C -3.55 0.94 -2.84
C -2.81 2.08 -3.16
N -1.51 1.86 -2.75
N -1.51 0.64 -2.11
B -0.12 2.45 -3.00
N 0.76 1.50 -3.66
C 1.43 1.38 -4.86
C 2.19 0.27 -4.80
C 2.03 -0.26 -3.52
C 2.66 -1.56 -3.17
N 1.21 0.45 -2.77
N 0.35 3.07 -1.68
C 0.90 4.28 -1.38
C 1.16 4.28 -0.06
C 0.63 3.13 0.47
C 0.63 2.78 1.94
N 0.20 2.35 -0.58
N -0.42 3.67 -3.95
C -1.33 4.84 -3.65
C -1.24 5.76 -4.59
C -0.50 5.12 -5.60
C -0.20 5.62 -7.00
N 0.05 3.89 -5.09
H -2.84 -1.11 -0.39
H -3.17 -1.97 -1.97
H -4.29 -0.77 -1.26
H -4.59 0.82 -3.09
H -3.14 2.91 -3.79
H 1.15 1.91 -5.81
H 2.82 -0.13 -5.55
H 3.74 -1.41 -3.19
H 2.44 -2.26 -4.00
H 2.18 -1.93 -2.22
H 1.20 5.06 -2.05
H 1.77 4.90 0.51
H -0.11 3.40 2.44
H 1.56 3.00 2.34
H 0.47 1.74 2.26
H -1.97 4.83 -2.87
H -1.66 6.76 -4.75
H -0.52 6.54 -7.38
H -0.57 4.89 -7.76
H 0.90 5.53 -7.17
N -2.39 -7.25 6.27
C -2.82 -7.11 7.43
C -3.41 -6.97 10.69
O -3.42 -6.87 11.81
O -1.03 -0.01 0.44
H -2.42 -6.49 5.66
H -1.99 -8.16 6.06
H -2.89 -7.91 8.16
H -3.17 -6.13 7.74
C 1.46 -1.56 6.65
C 1.67 -1.60 5.20
C 0.61 -1.13 4.39
C 0.83 -0.90 3.09
C 2.07 -1.23 2.50
C 3.11 -1.87 3.18
C 2.91 -1.97 4.54
S 2.32 -0.94 0.75
O 3.55 -1.39 0.23
O 1.87 0.44 0.37
N 1.13 -1.61 -0.12
C 0.68 -3.01 -0.03
C -0.47 -2.95 -1.04
O -1.16 -3.87 -1.42
O -0.50 -1.68 -1.73
H 2.27 -1.71 7.36
H 0.80 -2.37 7.01
H 0.97 -0.62 6.93
H -0.43 -0.91 4.75
H -0.01 -0.40 2.59
H 3.90 -2.39 2.82
H 3.71 -2.46 5.15
H 0.40 -3.47 0.88
H 1.37 -3.74 -0.44

Entry 3:
71
Properties=species:S:1:pos:R:3 method="wB97M-V/def2-TZVPD" homo_ev=0.02 total_charge=-2 homo_lumo_gap_ha=0.1434
Ba -1.78 1.56 -0.30
Br 1.82 -2.45 -2.50
C 1.85 -0.87 -3.56
C 2.77 -0.79 -4.60
C 2.76 0.37 -5.35
C 1.86 1.37 -5.04
C 0.98 1.19 -3.97
N 1.00 0.07 -3.24
C -0.04 2.30 -3.66
O 0.02 3.30 -4.38
O -0.84 2.07 -2.71
H 3.45 -1.60 -4.80
H 3.46 0.49 -6.17
H 1.79 2.30 -5.59
N -3.08 -1.34 0.62
C -2.72 -2.45 -0.06
C -2.66 -3.72 0.50
C -2.30 -4.84 -0.27
C -2.00 -4.73 -1.60
C -2.01 -3.45 -2.20
C -1.68 -3.23 -3.56
C -1.65 -1.96 -4.06
C -1.91 -0.88 -3.18
N -2.22 -1.04 -1.92
C -2.31 -2.31 -1.43
H -3.51 -1.46 1.52
H -3.56 -0.56 0.12
H -2.92 -3.84 1.55
H -2.27 -5.81 0.21
H -1.74 -5.60 -2.19
H -1.45 -4.08 -4.19
H -1.40 -1.76 -5.09
H -1.83 0.14 -3.53
C 2.72 0.49 -0.07
Si 1.86 1.79 1.00
C 3.21 2.43 2.18
C 1.49 3.24 -0.15
C 0.45 1.11 1.95
C -0.30 2.10 2.70
C -0.44 2.08 4.11
C -1.23 3.01 4.75
C -1.87 4.00 4.00
C -1.65 4.00 2.64
N -0.90 3.10 2.00
Si 0.57 -0.61 2.59
C 0.69 -1.90 1.22
C -0.94 -1.17 3.59
C 2.09 -0.93 3.70
H 3.48 0.98 -0.69
H 2.02 -0.01 -0.73
H 3.23 -0.27 0.53
H 4.06 2.85 1.64
H 3.58 1.64 2.84
H 2.80 3.22 2.82
H 2.42 3.71 -0.47
H 0.88 3.98 0.36
H 0.95 2.93 -1.04
H 0.09 1.33 4.68
H -1.34 2.98 5.82
H -2.52 4.74 4.45
H -2.13 4.74 2.00
H -0.05 -1.73 0.44
H 0.49 -2.90 1.63
H 1.67 -1.93 0.75
H -1.69 -1.54 2.89
H -1.41 -0.39 4.19
H -0.66 -1.99 4.26
H 3.01 -0.69 3.17
H 2.13 -1.99 4.00
H 2.06 -0.32 4.60
Se -4.71 1.52 0.30

Entry 4:
74
Properties=species:S:1:pos:R:3 method="wB97M-V/def2-TZVPD" s2=0.795 spin_multiplicity=2 homo_ev="-10.24 / -10.30" total_charge=+1 homo_lumo_gap_ha="0.2373 / 0.1937"
Ir 0.07 -0.59 -1.29
C -1.51 -2.78 2.20
C -1.40 -1.71 1.16
O -0.44 -1.79 0.35
C -2.41 -0.74 1.13
C -2.48 0.31 0.32
C -3.63 1.26 0.40
N -1.50 0.57 -0.64
N -1.67 1.76 -1.24
C -0.85 1.89 -2.23
O -0.13 0.89 -2.63
C -0.77 3.18 -2.94
C 0.34 3.45 -3.73
C 0.41 4.64 -4.43
C -0.63 5.55 -4.35
C -1.74 5.29 -3.56
C -1.81 4.10 -2.84
H -0.58 -3.35 2.26
H -2.33 -3.46 1.92
H -1.74 -2.34 3.17
H -3.21 -0.86 1.85
H -4.35 0.92 1.14
H -4.11 1.35 -0.57
H -3.27 2.26 0.67
H 1.14 2.72 -3.78
H 1.28 4.86 -5.04
H -0.58 6.48 -4.92
H -2.55 6.00 -3.50
H -2.67 3.88 -2.22
C -1.93 -3.02 -2.31
C -0.51 -3.48 -2.03
N 0.56 -2.52 -2.46
C 0.61 -2.45 -3.96
C 0.19 -1.13 -4.57
C 1.87 -2.93 -1.92
C 2.07 -2.48 -0.51
N 1.90 -1.03 -0.52
C 2.37 -0.25 0.51
C 2.34 1.15 0.38
F 1.85 1.70 -0.72
C 2.80 1.99 1.37
F 2.73 3.31 1.18
C 3.30 1.49 2.56
C 3.34 0.13 2.71
F 3.77 -0.40 3.87
C 2.90 -0.73 1.73
F 2.96 -2.04 1.99
H -2.63 -3.67 -1.80
H -2.16 -3.04 -3.38
H -2.09 -2.00 -1.95
H -0.33 -4.43 -2.54
H -0.38 -3.64 -0.96
H -0.02 -3.25 -4.36
H 1.63 -2.65 -4.28
H -0.86 -0.90 -4.37
H 0.32 -1.18 -5.66
H 0.80 -0.32 -4.19
H 2.63 -2.44 -2.53
H 2.01 -4.01 -1.99
H 3.06 -2.77 -0.18
H 1.35 -2.93 0.17
H 3.63 2.16 3.35
S -0.07 0.65 2.91
C 0.12 0.47 4.57
N -0.50 1.21 5.51
C -0.19 0.79 6.88
C 0.85 -0.33 6.65
N 0.87 -0.45 5.20
H -1.16 1.92 5.28
H -1.08 0.42 7.38
H 0.22 1.62 7.46
H 0.55 -1.26 7.12
H 1.84 -0.05 7.04
H 1.56 -0.99 4.70

Entry 5:
77
Properties=species:S:1:pos:R:3 method="wB97M-V/def2-TZVPD" homo_ev=-3.07 total_charge=-2 homo_lumo_gap_ha=0.2523
Pd 0.47 0.30 0.00
O -4.37 -2.83 4.44
C -3.80 -3.36 3.48
O -3.97 -4.49 2.96
C -2.70 -2.51 2.79
C -1.63 -3.14 2.17
C -0.65 -2.38 1.55
N -0.71 -1.05 1.50
C -1.74 -0.42 2.07
C -2.74 -1.12 2.75
C -1.79 1.10 1.92
O -2.54 1.74 2.66
O -1.04 1.57 1.01
H -1.57 -4.22 2.18
H 0.20 -2.85 1.08
H -3.54 -0.58 3.22
C -1.35 -0.89 -3.91
C -1.24 -1.09 -2.47
N -1.14 -1.24 -1.34
H -2.39 -0.83 -4.22
H -0.86 -1.72 -4.43
H -0.83 0.03 -4.14
C 6.02 2.76 -2.19
C 4.69 2.02 -2.22
C 4.59 1.15 -3.48
C 4.56 1.15 -0.97
O 3.69 3.04 -2.22
Si 2.05 3.04 -2.50
S 1.02 1.25 -2.22
O 1.52 4.39 -1.73
C 1.70 4.84 -0.38
C 0.51 5.75 -0.08
C 3.01 5.64 -0.33
C 1.74 3.69 0.61
O 1.80 3.31 -4.10
C 1.73 4.50 -4.87
C 1.70 4.06 -6.34
C 0.45 5.27 -4.53
C 2.96 5.37 -4.61
H 6.86 2.06 -2.14
H 6.06 3.41 -1.31
H 6.12 3.38 -3.08
H 5.46 0.49 -3.55
H 4.54 1.80 -4.36
H 3.68 0.56 -3.44
H 5.28 0.33 -0.99
H 3.56 0.74 -0.92
H 4.73 1.75 -0.07
H 0.41 6.51 -0.86
H 0.64 6.25 0.88
H -0.41 5.16 -0.05
H 2.93 6.53 -0.97
H 3.82 5.01 -0.71
H 3.23 5.96 0.69
H 0.88 3.04 0.49
H 1.73 4.07 1.64
H 2.65 3.11 0.46
H 0.86 3.38 -6.49
H 2.62 3.53 -6.59
H 1.59 4.92 -7.00
H -0.41 4.62 -4.70
H 0.35 6.16 -5.16
H 0.47 5.55 -3.48
H 3.86 4.82 -4.86
H 3.00 5.62 -3.55
H 2.92 6.29 -5.20
F 2.10 -2.60 -0.50
C 2.70 -1.87 0.46
C 2.17 -0.65 0.82
C 2.85 0.01 1.83
F 2.38 1.20 2.26
C 4.00 -0.47 2.42
F 4.64 0.21 3.39
C 4.51 -1.69 2.01
F 5.63 -2.17 2.55
C 3.84 -2.40 1.03
F 4.33 -3.59 0.65

Entry 6:
73
Properties=species:S:1:pos:R:3 method="wB97M-V/def2-TZVPD" homo_ev="-5.04 / -5.07" total_charge=0 homo_lumo_gap_ha="0.1729 / 0.1780"
W -2.17 0.21 1.36
N -0.55 -1.82 4.96
C -1.06 -0.81 5.74
C -1.62 0.09 4.88
N -1.45 -0.35 3.58
C -0.82 -1.50 3.68
C -0.54 -2.27 2.50
N -0.96 -1.83 1.34
C -0.61 -2.77 0.41
C 0.04 -3.79 1.03
N 0.08 -3.47 2.36
H -0.09 -2.64 5.29
H -0.99 -0.81 6.81
H -2.12 1.00 5.12
H -0.84 -2.66 -0.64
H 0.46 -4.71 0.65
H 0.49 -4.03 3.09
C 4.66 2.64 1.49
C 4.02 1.91 0.31
C 4.80 0.61 0.06
C 4.13 2.82 -0.93
C 2.56 1.59 0.57
C 1.89 1.90 1.79
C 0.59 1.58 1.97
N -0.19 0.96 1.03
C 0.44 0.64 -0.16
C 1.80 0.95 -0.37
C -0.38 -0.02 -1.10
C 0.04 -0.42 -2.40
C -0.80 -1.08 -3.25
C -2.12 -1.34 -2.78
C -2.49 -0.93 -1.53
N -1.66 -0.29 -0.68
C -0.40 -1.52 -4.65
C -0.55 -3.05 -4.75
C -1.32 -0.85 -5.67
C 1.05 -1.15 -4.98
H 5.71 2.86 1.26
H 4.65 2.03 2.40
H 4.16 3.58 1.70
H 5.85 0.83 -0.13
H 4.41 0.08 -0.81
H 4.74 -0.05 0.92
H 5.18 3.06 -1.13
H 3.58 3.75 -0.78
H 3.73 2.33 -1.82
H 2.40 2.41 2.60
H 0.09 1.82 2.90
H 2.24 0.67 -1.32
H 1.04 -0.18 -2.70
H -2.84 -1.86 -3.38
H -3.48 -1.13 -1.15
H -1.57 -3.37 -4.55
H 0.11 -3.55 -4.03
H -0.28 -3.39 -5.75
H -2.37 -1.12 -5.50
H -1.05 -1.17 -6.68
H -1.24 0.23 -5.62
H 1.75 -1.62 -4.29
H 1.20 -0.07 -4.95
H 1.29 -1.50 -5.98
F -2.61 3.30 1.76
C -2.69 2.15 2.51
F -1.78 2.41 3.54
C -4.04 2.27 3.26
F -4.17 1.30 4.17
F -4.11 3.44 3.92
F -5.11 2.22 2.46
Se -4.05 -1.16 1.67
C -3.37 1.49 0.03
H -3.79 0.89 -0.78
H -2.73 2.26 -0.41
H -4.21 1.98 0.52